{"formula": "C51H89FO16S2", "method": "ωB97M-V/def2-TZVPD", "species": ["C", "C", "O", "C", "C", "C", "C", "C", "C", "C", "C", "C", "C", "S", "C", "C", "O", "O", "C", "C", "C", "O", "C", "O", "C", "S", "C", "O", "C", "C", "C", "F", "C", "C", "C", "O", "C", "O", "C", "C", "C", "O", "H", "H", "H", "H", "H", "H", "H", "H", "H", "H", "H", "H", "H", "H", "H", "H", "H", "H", "H", "H", "H", "H", "H", "H", "H", "H", "H", "H", "H", "H", "H", "H", "H", "C", "C", "C", "O", "H", "H", "H", "H", "H", "H", "H", "H", "C", "C", "C", "O", "H", "H", "H", "H", "H", "H", "H", "H", "C", "C", "C", "O", "H", "H", "H", "H", "H", "H", "H", "H", "C", "C", "C", "O", "H", "H", "H", "H", "H", "H", "H", "H", "C", "C", "C", "O", "H", "H", "H", "H", "H", "H", "H", "H", "C", "C", "C", "O", "H", "H", "H", "H", "H", "H", "H", "H", "C", "C", "C", "O", "H", "H", "H", "H", "H", "H", "H", "H"], "coordinates": [[-1.6753, -3.3168, 2.6686], [-1.4272, -4.8775, 2.5012], [-2.0513, -5.4694, 1.3444], [-1.4365, -5.1299, 0.1690], [-0.1701, -4.4110, 0.0222], [0.3902, -4.0931, -1.2786], [-0.2850, -4.5274, -2.5305], [-1.5610, -5.2493, -2.4272], [-2.2897, -5.6585, -3.7658], [-2.2534, -7.2347, -3.9011], [-3.7574, -5.0515, -3.8585], [-4.2187, -4.8783, -5.3834], [-2.1228, -5.5291, -1.0894], [-3.7359, -6.3801, -0.8975], [-4.8545, -5.1522, -0.0479], [-4.8575, -3.7656, -0.8048], [-3.8944, -3.0517, -0.7177], [-5.9914, -3.5078, -1.5591], [-6.3850, -2.1250, -1.5093], [-7.9331, -1.9420, -1.1672], [-8.8220, -3.1451, -1.6163], [-8.2998, -0.6883, -1.8217], [-9.3462, -0.0643, -1.1421], [-10.4769, -0.2546, -1.5113], [-9.1318, 0.8739, 0.1004], [-9.2763, -0.0565, 1.7140], [0.4353, -4.1663, -3.8436], [0.5562, -4.8736, -4.8198], [1.1131, -2.7504, -3.8728], [1.1488, -1.9036, -5.0460], [1.8334, -0.6003, -4.9554], [1.8706, 0.1381, -6.1131], [2.4437, -0.0874, -3.7462], [3.1788, 1.2680, -3.5623], [2.8065, 2.3975, -4.5779], [3.8485, 2.3778, -5.6109], [3.6598, 3.3999, -6.5263], [3.5264, 3.0988, -7.6845], [2.3902, -0.9813, -2.5619], [1.7619, -2.2920, -2.6189], [1.7243, -3.2799, -1.4076], [2.6610, -3.4135, -0.6567], [-0.7660, -2.8973, 3.1920], [-1.8112, -2.7598, 1.7094], [-2.5265, -3.1647, 3.3845], [-1.8716, -5.3989, 3.3953], [-0.3239, -5.1046, 2.5587], [0.4081, -4.0778, 0.9129], [-1.7535, -5.2521, -4.6685], [-2.1963, -7.5328, -4.9888], [-1.2800, -7.5903, -3.4573], [-3.1449, -7.7059, -3.4175], [-3.8394, -4.0441, -3.3711], [-4.5253, -5.7306, -3.3985], [-5.3366, -5.0500, -5.3827], [-4.0811, -3.8302, -5.7554], [-3.7754, -5.6524, -6.0595], [-5.9048, -5.5586, -0.0120], [-4.4735, -5.0511, 1.0021], [-6.2454, -1.6919, -2.5426], [-5.8283, -1.5099, -0.7590], [-7.9686, -1.7528, -0.0548], [-8.8363, -3.2732, -2.7345], [-9.8868, -2.8741, -1.3435], [-8.6052, -4.0982, -1.0719], [-9.9083, 1.6773, 0.1298], [-8.1336, 1.3762, 0.0396], [-9.5782, -1.3435, 1.3233], [0.6566, -2.2739, -5.9708], [4.2931, 1.1047, -3.4933], [2.8883, 1.6539, -2.5399], [2.8849, 3.4008, -4.0815], [1.7875, 2.2849, -5.0286], [3.6788, 4.4963, -6.2836], [2.8589, -0.6699, -1.5940], [3.2782, 4.9795, -1.2123], [1.9252, 5.2587, -1.8452], [1.2604, 6.4706, -1.2142], [1.0805, 4.1162, -1.6885], [3.1731, 4.7651, -0.1434], [3.7410, 4.0991, -1.6673], [3.9516, 5.8286, -1.3325], [2.0491, 5.4243, -2.9191], [1.0856, 6.3071, -0.1466], [0.2843, 6.6540, -1.6706], [1.8758, 7.3654, -1.3339], [0.9649, 3.9620, -0.7432], [0.6590, -9.8217, 1.5451], [0.3091, -8.3900, 1.1696], [0.4942, -8.1476, -0.3200], [1.1375, -7.4882, 1.9060], [1.7063, -10.0396, 1.3143], [0.5317, -9.9787, 2.6187], [0.0287, -10.5356, 1.0105], [-0.7259, -8.1793, 1.4498], [1.5355, -8.3082, -0.6172], [0.2501, -7.1141, -0.5712], [-0.1421, -8.8111, -0.9105], [2.0553, -7.6649, 1.6659], [7.5915, 4.2481, -0.8397], [6.9561, 2.8736, -0.6991], [8.0072, 1.7748, -0.7079], [6.0376, 2.6629, -1.7704], [8.1325, 4.3314, -1.7875], [6.8241, 5.0263, -0.8427], [8.2881, 4.4471, -0.0223], [6.3838, 2.8270, 0.2302], [8.5623, 1.7750, -1.6509], [7.5366, 0.7935, -0.6172], [8.7160, 1.8995, 0.1136], [6.5337, 2.7023, -2.5979], [-1.3714, -4.3893, 8.2360], [-2.2177, -4.7782, 7.0339], [-2.7825, -6.1820, 7.1866], [-1.4228, -4.7109, 5.8500], [-0.5190, -5.0662, 8.3470], [-0.9637, -3.3842, 8.1086], [-1.9581, -4.4141, 9.1569], [-3.0356, -4.0642, 6.9142], [-1.9775, -6.9192, 7.2623], [-3.3789, -6.4525, 6.3124], [-3.4113, -6.2604, 8.0761], [-0.6970, -5.3398, 5.9493], [5.9780, 5.8259, -4.1322], [5.0735, 7.0485, -4.0852], [5.6742, 8.2116, -4.8590], [4.8673, 7.4352, -2.7274], [6.9496, 6.0432, -3.6779], [5.5388, 5.0018, -3.5632], [6.1407, 5.4935, -5.1604], [4.0945, 6.7974, -4.5012], [6.6356, 8.5091, -4.4295], [5.0201, 9.0845, -4.8077], [5.8273, 7.9510, -5.9086], [5.7254, 7.6602, -2.3470], [0.2986, 6.3948, 4.4731], [-0.2269, 6.4226, 3.0467], [-1.3988, 5.4694, 2.8709], [0.8202, 6.0603, 2.1449], [0.6580, 5.3954, 4.7366], [1.1459, 7.0745, 4.5830], [-0.4753, 6.6849, 5.1856], [-0.5373, 7.4378, 2.7894], [-1.0965, 4.4385, 3.0800], [-1.7596, 5.4912, 1.8400], [-2.2246, 5.7318, 3.5356], [1.1031, 5.1636, 2.3630], [3.0453, 8.3130, 7.9847], [1.6914, 8.5940, 7.3515], [1.0283, 9.8095, 7.9805], [0.8463, 7.4553, 7.5097], [2.9387, 8.1013, 9.0529], [3.5051, 7.4323, 7.5312], [3.7220, 9.1618, 7.8637], [1.8149, 8.7573, 6.2785], [0.8538, 9.6482, 9.0487], [0.0533, 9.9933, 7.5241], [1.6446, 10.7030, 7.8594], [0.7298, 7.3009, 8.4550]], "atomic_forces_ev_per_a": [[0.4928, -0.5216, 0.6489], [0.2588, 0.4505, 1.6383], [1.3428, 1.0135, -0.8346], [0.5506, 0.2290, -3.0262], [-0.2641, -0.1829, -0.9030], [-1.5669, -0.8994, -0.5551], [-0.2189, -0.0800, 2.2626], [0.7106, 0.6187, 0.7002], [-0.5365, 0.0716, 0.4885], [0.5348, 0.3258, -0.5118], [-0.3112, -0.2415, -1.1170], [-0.8900, -0.0891, 0.8774], [0.9609, 1.0410, 0.2999], [0.4238, 0.4953, -0.0154], [-0.3648, 0.5891, -0.2572], [0.5588, -1.4699, 0.6981], [-0.9138, 0.2445, -0.2164], [0.6983, 0.3420, 1.7658], [-1.0856, 1.4050, -1.1643], [1.3808, -1.0142, 0.3249], [-1.2114, 0.8742, 0.2061], [-0.2538, 0.1784, 1.3770], [-1.4258, 0.0245, 0.0050], [0.7769, 0.1926, 0.1292], [0.7862, -0.1427, -0.6663], [0.0821, -0.3397, -0.3988], [0.3819, 1.0689, 0.0088], [-0.5206, 0.0964, 0.6105], [0.7904, 1.5568, 1.0622], [0.9089, 0.2710, 2.0275], [-0.3308, -1.2802, 0.9831], [-0.0254, -0.6471, 1.2175], [-0.5801, -2.0220, 0.5131], [-0.7229, 0.1573, 0.4815], [0.9749, 0.1398, 0.6168], [-1.0871, 1.4886, 0.0105], [0.0813, -1.3079, -1.6096], [0.2018, 0.5781, 0.6437], [-0.7112, -1.0635, -1.5615], [-0.3887, 0.7829, -1.4730], [-0.7218, 0.2977, -0.7801], [-0.6615, 0.1922, -0.1134], [-0.9356, -0.3596, -0.5873], [-0.0429, -0.6208, 0.7472], [0.6178, 0.0128, -0.9555], [0.3198, 0.5012, -1.0786], [-1.1304, 0.0491, -0.4580], [-0.5742, -0.3234, -0.8666], [-0.1915, -0.2562, 1.3013], [-0.3297, 0.3108, 1.1003], [-1.1334, 0.1339, -0.2663], [0.8831, 0.2936, -0.3115], [0.2587, -0.9650, -0.2650], [1.0150, 0.6725, -0.2054], [1.1232, 0.1924, -0.2199], [0.2671, -1.0553, 0.1587], [-0.2008, 0.8178, 0.5194], [1.2405, 0.0611, -0.2549], [-0.3464, 0.3400, -1.0760], [-0.0114, -0.3281, 1.1168], [-0.0501, -0.8168, -0.7905], [-0.2326, -0.4980, -1.0914], [0.3750, 0.0262, 1.1561], [1.0325, -0.3025, -0.3022], [0.1950, 0.8985, -0.6120], [0.5084, -0.9778, -0.3298], [-0.7217, -0.6363, 0.2568], [0.1008, 1.0566, -0.1177], [0.6014, 0.5975, 0.6668], [-1.1344, 0.2655, -0.3935], [0.2242, -0.4569, -1.0239], [-0.2757, -0.8655, -0.1763], [0.9557, -0.0274, 0.3686], [-0.0293, -0.9194, 0.8879], [-0.4437, -0.2020, -1.0964], [0.2197, -0.1783, -0.1393], [0.0756, 0.1720, 0.8080], [-0.1965, 0.1735, -0.1171], [-0.0780, -0.2355, -0.4085], [-0.1193, 0.0935, -0.0015], [0.0329, 0.0553, -0.0031], [-0.0535, -0.0503, 0.0046], [-0.1266, -0.1866, -0.0085], [0.1545, 0.0064, -0.0712], [0.0786, -0.0005, -0.0725], [0.0013, -0.0426, 0.0079], [0.0256, 0.0997, -0.0860], [-0.1322, -0.1046, 0.2266], [0.5513, -0.2708, -0.3349], [-0.1358, 0.1680, -0.1410], [-0.2338, 0.2080, 0.2416], [-0.0469, 0.0373, -0.1308], [-0.0646, 0.0172, -0.0594], [0.0533, 0.0070, 0.0119], [0.1100, 0.1629, 0.1006], [-0.0219, -0.1372, 0.0732], [-0.0415, -0.0758, -0.0034], [0.0357, 0.0226, -0.0020], [-0.1061, 0.0279, -0.0267], [-0.1294, 0.2367, 0.1270], [0.5358, 0.0631, -0.4517], [-0.0571, -0.2247, 0.1459], [-0.3341, -0.0562, 0.0527], [0.0678, -0.1202, 0.0531], [-0.0014, -0.0638, 0.0643], [0.0008, 0.0073, -0.0556], [-0.1521, -0.0266, -0.1601], [0.0238, 0.1315, 0.0440], [-0.0007, 0.0695, 0.0597], [0.0032, -0.0156, -0.0545], [-0.0165, -0.0124, 0.0953], [0.0063, 0.2718, 0.0667], [0.4193, -0.4904, 0.2777], [-0.2413, -0.0444, -0.1182], [-0.1341, 0.1959, -0.2045], [-0.1090, -0.0928, 0.0057], [-0.0886, -0.0260, 0.0052], [0.0531, -0.0161, -0.0163], [0.1165, 0.0186, -0.1829], [0.0302, 0.0844, 0.1069], [-0.0175, 0.0631, 0.0599], [0.0378, -0.0340, -0.0277], [-0.0664, 0.0633, -0.0041], [-0.1660, -0.2908, -0.0121], [0.7491, 0.1106, 0.0902], [-0.1926, 0.1711, -0.1380], [-0.2881, 0.0540, 0.0222], [-0.0020, 0.1031, -0.0991], [-0.0368, 0.0359, -0.0408], [0.0481, 0.0121, 0.0376], [-0.0563, 0.0653, 0.2118], [0.0262, -0.1420, -0.0273], [-0.0186, -0.0841, -0.0361], [0.0311, 0.0303, 0.0395], [-0.0685, -0.0075, -0.0880], [0.0235, 0.2316, 0.0041], [0.0652, -0.6569, 0.3966], [-0.1907, 0.0778, -0.2169], [0.0599, 0.1986, -0.2176], [-0.1299, -0.0236, -0.0186], [-0.0913, 0.0147, -0.0052], [0.0993, -0.0316, 0.0329], [0.1645, -0.0510, -0.1615], [0.0338, 0.0618, 0.1315], [-0.0041, 0.0666, 0.0567], [0.0286, -0.0506, -0.0140], [-0.0470, 0.1074, 0.0746], [0.1995, -0.1063, -0.1678], [0.0285, 0.0442, 0.7362], [-0.1555, 0.1589, -0.1699], [-0.0810, -0.1048, -0.2854], [-0.0594, 0.1296, -0.0073], [-0.0238, 0.0795, -0.0421], [-0.0103, -0.0385, 0.0422], [-0.1291, -0.1676, 0.0155], [0.1412, -0.0188, -0.0068], [0.0826, 0.0016, -0.0410], [-0.0347, -0.0205, 0.0427], [0.0372, 0.0466, -0.0907]], "mulliken_charge": [-1.09, -0.33, -0.56, 0.83, -0.27, 0.01, 0.03, -0.11, -0.03, -1.45, 0.14, -1.34, 0.73, -0.19, -0.33, 0.33, -0.54, -0.19, -0.84, 0.78, -1.25, -0.35, 0.43, -0.47, -0.43, -0.21, -0.26, -0.56, 0.57, -1.10, 0.46, -0.31, 0.44, -0.24, 0.27, -0.33, 0.15, -0.49, -0.89, 0.20, -0.42, -0.56, 0.32, 0.38, 0.26, 0.39, 0.15, 0.44, 0.60, 0.39, 0.27, 0.32, 0.03, 0.19, 0.37, 0.34, 0.33, 0.41, 0.25, 0.32, 0.38, -0.03, 0.29, 0.39, 0.30, 0.34, 0.35, 0.17, 0.44, 0.24, 0.17, -0.30, 0.46, 0.34, 0.39, -0.59, 0.54, -1.22, -0.57, 0.34, 0.00, 0.21, 0.15, 0.12, 0.37, 0.34, 0.36, -1.55, 0.65, -1.20, -0.54, 0.37, 0.37, 0.37, 0.21, 0.46, 0.24, 0.34, 0.35, -1.10, 0.32, -1.44, -0.32, 0.30, 0.16, 0.44, 0.28, 0.36, 0.33, 0.41, 0.29, -1.30, 0.35, -1.29, -0.44, 0.35, 0.32, 0.38, 0.26, 0.34, 0.31, 0.40, 0.32, -0.92, 0.56, -1.56, -0.52, 0.41, -0.01, 0.39, 0.15, 0.38, 0.36, 0.38, 0.34, -1.11, 0.39, -1.39, -0.49, 0.30, 0.19, 0.39, 0.27, 0.34, 0.34, 0.39, 0.30, -1.33, 0.58, -1.39, -0.52, 0.34, 0.33, 0.37, 0.26, 0.35, 0.34, 0.37, 0.33], "homo_energy_ev": -8.347, "multiplicity": 1, "smiles": "CCOc1cc2c(c([C@@H](C)CC)c1SCC(=O)OC[C@H](C)OC(=O)CS)C(=O)c1cc(F)c(CCOC=O)cc1C2=O.CC(C)O.CC(C)O.CC(C)O.CC(C)O.CC(C)O.CC(C)O.CC(C)O", "max_force_ev_per_a": 3.084, "total_energy_ha": -4096.58827}